Record 1
{
  "formula": "C3H10NO",
  "method": "ωB97M-V/def2-TZVPD",
  "homo_energy_ev": [4.504, 0.317],
  "multiplicity": 2,
  "total_charge": -2,
  "e_lumo_ev": [7.0, 6.9],
  "relative_energy_ev": 1.436,
  "fmax_ev_per_a": 3.80,
  "species": ["C", "O", "H", "H", "H", "C", "C", "N", "H", "H", "H", "H", "H", "H", "H"],
  "xyz": [[-0.2866, 1.7824, 2.2151], [0.7184, 1.0127, 1.6891], [-1.0268, 2.2247, 1.3812], [-0.9815, 1.3203, 2.9362], [0.2069, 2.5992, 2.7885], [-0.1335, -1.3489, -2.1238], [-0.1998, -0.4468, -0.8631], [0.9705, -0.9889, -0.0820], [-0.8505, -2.1876, -2.3148], [-0.4389, -0.7578, -3.0214], [0.9418, -1.5265, -2.2284], [-0.0092, 0.5316, -1.1862], [-1.1373, -0.4520, -0.3783], [1.5106, -0.2099, 0.4531], [0.7159, -1.5525, 0.7349]],
  "mulliken_charge": [-0.775, -0.771, 0.124, 0.175, 0.189, -3.879, -0.159, -0.593, 1.329, 0.776, 0.605, 0.293, 0.121, 0.252, 0.311]
}

***

Record 2
{
  "formula": "C3H10NO",
  "method": "ωB97M-V/def2-TZVPD",
  "homo_energy_ev": -14.957,
  "total_charge": 1,
  "e_lumo_ev": -4.9,
  "relative_energy_ev": 1.923,
  "fmax_ev_per_a": 4.25,
  "species": ["C", "O", "H", "H", "H", "H", "C", "C", "N", "H", "H", "H", "H", "H", "H"],
  "xyz": [[2.3038, 0.4752, -0.8945], [1.6661, 0.3129, 0.3976], [2.3056, -0.4703, -1.5071], [3.3373, 0.8917, -0.8709], [1.7577, 1.3028, -1.4331], [2.2106, 0.8019, 1.0532], [-1.4003, -1.4484, 0.7547], [-1.9088, 0.7930, 0.1209], [-0.9823, -0.0632, 0.3066], [-0.8250, -2.1671, 0.2511], [-1.3921, -1.5117, 1.8424], [-2.4467, -1.4858, 0.3943], [-3.0201, 0.6120, 0.1100], [-1.6103, 1.7648, -0.5144], [0.0045, 0.1922, -0.0110]],
  "mulliken_charge": [-0.607, -0.575, 0.229, 0.328, 0.257, 0.319, -0.780, -0.081, 0.154, 0.321, 0.310, 0.319, 0.292, 0.238, 0.276]
}

***

Record 3
{
  "formula": "C3H10NO",
  "method": "ωB97M-V/def2-TZVPD",
  "homo_energy_ev": -14.599,
  "total_charge": 1,
  "e_lumo_ev": -3.3,
  "relative_energy_ev": 1.306,
  "fmax_ev_per_a": 3.79,
  "species": ["C", "C", "C", "N", "H", "H", "H", "H", "H", "H", "H", "H", "H", "H", "O"],
  "xyz": [[-0.9154, 0.9755, 0.4479], [-0.6380, -0.4344, 0.7265], [-1.2110, -1.3655, 1.4695], [0.6343, -0.9258, -0.2289], [-1.1421, 1.5106, 1.3765], [-0.1070, 1.4273, -0.0987], [-1.8812, 1.2822, -0.0137], [-1.0772, -2.4175, 1.6548], [-1.9051, -0.7513, 2.0262], [0.2548, -1.6674, -0.8235], [1.4786, -1.2825, 0.1939], [0.9217, -0.2163, -0.9382], [1.4375, 1.9485, -1.8232], [2.3582, 0.8402, -2.3572], [1.7917, 1.0764, -1.6119]],
  "mulliken_charge": [-1.005, 0.657, -0.729, -0.375, 0.338, 0.185, 0.310, 0.344, 0.255, 0.423, 0.346, 0.293, 0.333, 0.310, -0.687]
}

***

Record 4
{
  "formula": "C3H10NO",
  "method": "ωB97M-V/def2-TZVPD",
  "homo_energy_ev": -13.754,
  "total_charge": 1,
  "e_lumo_ev": -3.4,
  "relative_energy_ev": 1.221,
  "fmax_ev_per_a": 1.47,
  "species": ["C", "N", "H", "H", "H", "H", "H", "H", "C", "C", "O", "H", "H", "H", "H"],
  "xyz": [[-0.2208, 0.4421, 2.3375], [0.3321, -0.1746, 1.1011], [-0.3720, -0.3438, 3.0742], [-1.1563, 0.9335, 2.0981], [0.4566, 1.1771, 2.7574], [1.2420, -0.6023, 1.2717], [-0.2880, -0.7773, 0.5345], [0.5444, 0.5944, 0.4560], [0.9146, -0.0564, -2.0758], [-0.4004, 0.0906, -1.9768], [-1.1430, -0.7595, -1.1580], [1.4628, -0.7137, -1.4104], [1.4435, 0.3459, -2.9269], [-0.9410, 0.9352, -2.3842], [-1.8747, -1.0912, -1.6984]],
  "mulliken_charge": [-0.825, -0.301, 0.343, 0.341, 0.349, 0.331, 0.340, 0.415, -0.643, -0.063, -0.524, 0.271, 0.268, 0.356, 0.341]
}

***

Record 5
{
  "formula": "C3H10NO",
  "method": "ωB97M-V/def2-TZVPD",
  "homo_energy_ev": [-21.015, -21.015],
  "multiplicity": 2,
  "total_charge": 2,
  "e_lumo_ev": [-8.2, -11.9],
  "relative_energy_ev": 0.546,
  "fmax_ev_per_a": 1.18,
  "species": ["C", "N", "H", "H", "H", "H", "H", "H", "O", "C", "C", "H", "H", "H", "H"],
  "xyz": [[-2.5008, -1.5089, -3.7297], [-2.4980, -2.8479, -3.0454], [-2.6698, -1.5546, -4.7994], [-3.2629, -0.9318, -3.2147], [-1.5522, -1.0030, -3.5665], [-2.9294, -2.7956, -2.1170], [-1.5931, -3.2948, -3.0308], [-3.1082, -3.5327, -3.4981], [2.7695, 2.0681, 2.1171], [2.4640, 2.6535, 3.1103], [3.1725, 2.4188, 4.4245], [1.5795, 3.3199, 3.1463], [3.0403, 1.3584, 4.6388], [2.8357, 3.0679, 5.2271], [4.2531, 2.5827, 4.3376]],
  "mulliken_charge": [-0.677, -0.344, 0.314, 0.307, 0.309, 0.368, 0.356, 0.366, 0.000, 0.332, -0.723, 0.383, 0.330, 0.339, 0.339]
}

***

Record 6
{
  "formula": "C3H10NO",
  "method": "ωB97M-V/def2-TZVPD",
  "homo_energy_ev": [-22.251, -22.248],
  "multiplicity": 2,
  "total_charge": 2,
  "e_lumo_ev": [-10.6, -14.4],
  "relative_energy_ev": 2.404,
  "fmax_ev_per_a": 2.22,
  "species": ["C", "N", "H", "H", "H", "H", "H", "H", "O", "C", "C", "H", "H", "H", "H"],
  "xyz": [[0.7090, 1.6717, 2.1020], [1.4532, 0.9598, 0.9571], [-0.2458, 1.9703, 1.6813], [0.5872, 0.9063, 2.8642], [1.4396, 2.3995, 2.4565], [1.3948, 1.4362, 0.0584], [1.0180, 0.0296, 0.7334], [2.4244, 0.7252, 1.1992], [-0.3010, -0.5529, -0.4657], [-1.2875, -1.0604, -0.9693], [-1.2548, -1.7193, -2.2914], [-2.2789, -0.9754, -0.4548], [-0.4487, -2.4590, -2.3153], [-1.0206, -1.0650, -3.1389], [-2.1890, -2.2665, -2.4168]],
  "mulliken_charge": [-0.707, -0.362, 0.310, 0.363, 0.345, 0.369, 0.394, 0.397, -0.129, 0.291, -0.761, 0.428, 0.364, 0.367, 0.330]
}

***

Record 7
{
  "formula": "C3H10NO2",
  "method": "ωB97M-V/def2-TZVPD",
  "homo_energy_ev": -3.046,
  "total_charge": -1,
  "e_lumo_ev": 3.5,
  "relative_energy_ev": 2.778,
  "fmax_ev_per_a": 4.95,
  "species": ["C", "C", "C", "O", "N", "H", "H", "H", "H", "H", "H", "H", "H", "H", "H", "O"],
  "xyz": [[1.5779, -0.0497, 0.6048], [0.3725, 0.3914, -0.2673], [-0.7103, -0.6559, -0.3163], [-1.7289, -0.2913, -1.2321], [2.8868, 0.4661, -0.0452], [1.4396, -1.1052, 0.8560], [2.4805, -0.4514, -0.4274], [0.8380, 0.5671, -1.2433], [0.0560, 1.3713, 0.0713], [-0.4059, -1.6540, -0.6585], [-1.1479, -0.7882, 0.6787], [1.4784, 0.4586, 1.5734], [3.6381, 0.1109, 0.5482], [-4.5612, 0.7998, 0.5305], [-2.4299, 0.1403, -0.6460], [-3.7837, 0.6902, -0.0270]],
  "mulliken_charge": [-0.690, -0.285, -0.568, -0.553, -0.688, 0.311, 0.348, 0.262, 0.145, 0.291, 0.330, 0.422, 0.238, 0.128, 0.409, -1.099]
}

***

Record 8
{
  "formula": "C3H10NO2",
  "method": "ωB97M-V/def2-TZVPD",
  "homo_energy_ev": -2.750,
  "total_charge": -1,
  "e_lumo_ev": 4.3,
  "relative_energy_ev": 1.283,
  "fmax_ev_per_a": 1.68,
  "species": ["C", "N", "C", "C", "O", "H", "H", "H", "H", "H", "H", "H", "H", "H", "H", "O"],
  "xyz": [[0.8051, 0.4356, -1.4520], [0.6793, 0.3393, 0.0047], [-0.5339, -0.4228, 0.2757], [-1.8180, 0.5465, 0.1914], [-1.4181, 1.8257, -0.0101], [1.5632, 1.1761, -1.7243], [-0.1183, 0.7793, -1.9417], [1.0081, -0.5770, -1.8103], [0.2802, 1.2569, 0.3071], [-0.5516, -0.9421, 1.2468], [-0.6901, -1.2873, -0.3884], [-2.2711, 0.4760, 1.2004], [-2.5283, 0.1917, -0.5905], [1.5268, -1.6071, 1.0141], [2.0495, -0.6168, 1.8436], [2.0173, -1.5740, 1.8335]],
  "mulliken_charge": [-0.897, -0.417, -0.673, -0.327, -0.935, 0.307, 0.268, 0.302, 0.307, 0.292, 0.302, 0.285, 0.181, 0.364, 0.357, -0.716]
}

***

Record 9
{
  "formula": "C3H10NO2",
  "method": "ωB97M-V/def2-TZVPD",
  "homo_energy_ev": [-9.750, -9.715],
  "multiplicity": 2,
  "e_lumo_ev": [0.8, -2.3],
  "relative_energy_ev": 0.436,
  "fmax_ev_per_a": 1.66,
  "species": ["C", "C", "C", "O", "N", "H", "H", "H", "H", "H", "H", "H", "H", "H", "H", "O"],
  "xyz": [[1.2760, -0.6125, -0.2314], [0.5030, 0.6150, 0.2871], [-0.9276, 0.8561, -0.3220], [-1.8634, 0.9909, 0.6456], [2.7438, -0.5638, 0.0310], [0.9169, -1.5179, 0.2476], [1.1498, -0.5780, -1.3283], [1.0512, 1.4982, -0.0623], [0.4307, 0.5730, 1.3689], [-0.8251, 1.8078, -0.8679], [-1.1049, 0.1629, -1.1894], [2.9870, 0.4153, 0.1275], [2.8808, -1.0757, 0.8979], [-2.5939, -1.3839, -0.2007], [-3.1966, -0.1375, 0.4408], [-3.4276, -1.0497, 0.1556]],
  "mulliken_charge": [-0.537, -0.472, -0.350, -0.460, -0.610, 0.310, 0.325, 0.315, 0.289, 0.264, 0.350, 0.245, 0.266, 0.291, 0.424, -0.650]
}

***

Record 10
{
  "formula": "C3H10NO2",
  "method": "ωB97M-V/def2-TZVPD",
  "homo_energy_ev": -14.262,
  "total_charge": 1,
  "e_lumo_ev": -5.5,
  "relative_energy_ev": 4.302,
  "fmax_ev_per_a": 3.05,
  "species": ["C", "C", "C", "N", "H", "H", "H", "H", "H", "H", "H", "H", "O", "H", "H", "O"],
  "xyz": [[-1.2748, 0.8404, -0.8243], [-1.2531, 0.1558, -1.9930], [-0.6253, -1.0085, 0.6765], [-1.2977, 0.0949, 0.4729], [-0.9111, 1.8684, -0.5798], [-1.3396, 0.8156, -2.9402], [-0.6794, -0.7961, -2.0438], [0.1433, -1.1368, 1.4255], [-0.5373, -1.8529, -0.0289], [-1.5309, 0.5876, 1.3039], [1.9062, -0.3552, -0.0130], [2.6000, -1.7024, -0.4277], [1.7555, -1.2935, -0.3188], [1.0189, 1.2797, 2.5903], [0.9933, 1.6407, 1.0385], [1.0319, 0.8623, 1.6620]],
  "mulliken_charge": [-0.066, -0.487, -0.403, 0.033, 0.299, 0.279, 0.241, 0.424, 0.319, 0.281, 0.356, 0.291, -0.567, 0.312, 0.330, -0.642]
}